{"formula": "C46H56AsN7PbS2", "method": "the ωB97M-V functional and the def2-TZVPD basis", "homo_ev": -12.0069, "e_tot_ev": -146782.313, "de_lowest_kj_mol": 512.6, "charge": 2, "species": ["Pb", "C", "C", "C", "C", "C", "C", "C", "C", "C", "C", "H", "H", "H", "H", "H", "H", "H", "H", "H", "H", "H", "H", "H", "H", "H", "C", "C", "C", "C", "C", "C", "C", "N", "C", "N", "C", "C", "C", "C", "C", "C", "C", "N", "C", "C", "C", "C", "C", "C", "C", "H", "H", "H", "H", "H", "H", "H", "H", "H", "H", "H", "H", "H", "H", "H", "H", "H", "H", "H", "H", "H", "H", "N", "C", "C", "N", "C", "C", "N", "H", "H", "H", "H", "H", "S", "C", "N", "C", "C", "C", "C", "C", "C", "H", "H", "H", "H", "H", "C", "As", "C", "C", "S", "H", "H", "H", "H", "H", "H", "H", "H", "H"], "positions_angstrom": [[0.1860, 0.5106, 0.8493], [2.2207, 3.4050, 2.2774], [2.0261, 2.5939, 3.6067], [0.8218, 2.9005, 4.1142], [0.2758, 3.9171, 3.2332], [1.1502, 4.1914, 2.0955], [0.8961, 5.1737, 0.9931], [-0.9832, 4.5917, 3.5080], [0.1342, 2.3668, 5.3324], [3.0818, 1.7217, 4.1401], [3.4467, 3.2948, 1.4666], [1.4002, 6.1229, 1.1839], [-0.1655, 5.3840, 0.8730], [1.2641, 4.7882, 0.0429], [-1.0225, 4.8899, 4.5613], [-1.7954, 3.8552, 3.3859], [-1.1658, 5.4510, 2.8696], [0.7696, 1.6539, 5.8538], [-0.7904, 1.8527, 5.0560], [-0.1207, 3.1648, 6.0331], [4.0538, 2.2181, 4.0674], [3.1480, 0.8037, 3.5429], [2.8996, 1.4388, 5.1737], [4.2554, 3.8512, 1.9580], [3.3153, 3.7132, 0.4706], [3.7790, 2.2559, 1.3939], [4.3427, -2.0932, -1.7868], [3.8191, -3.4563, -2.1703], [4.7351, -4.4777, -2.4248], [4.3331, -5.7392, -2.8289], [2.9817, -6.0102, -3.0004], [2.0521, -5.0224, -2.7341], [2.4617, -3.7601, -2.3110], [1.4428, -2.7849, -2.0720], [1.3242, -2.0088, -0.9569], [1.9378, -2.5197, 0.1343], [1.9810, -2.1610, 1.5020], [1.2449, -1.1090, 2.0447], [1.2508, -0.9733, 3.4348], [1.9924, -1.8079, 4.2509], [2.7699, -2.8044, 3.6709], [2.7783, -3.0031, 2.2994], [3.6318, -4.0915, 1.6951], [0.6562, -0.8827, -0.9772], [0.1988, -0.3266, -2.2520], [1.3238, 1.2885, -3.1525], [0.7852, 1.5246, -4.5766], [-0.7963, 0.0921, -4.9193], [-1.5704, -0.7003, -3.9177], [-1.1421, -0.8897, -2.6717], [-1.9587, -1.6427, -1.6525], [5.1513, -1.8108, -2.4606], [4.7525, -2.1010, -0.7726], [3.5826, -1.3160, -1.8285], [5.7925, -4.2612, -2.3165], [5.0726, -6.5059, -3.0214], [2.6547, -6.9881, -3.3290], [0.9924, -5.2237, -2.8492], [0.7581, -2.6508, -2.7983], [2.3891, -3.4009, -0.0593], [0.6378, -0.1957, 3.8908], [1.9784, -1.6867, 5.3279], [3.3730, -3.4493, 4.2996], [4.2150, -4.5823, 2.4708], [4.3356, -3.6919, 0.9586], [3.0371, -4.8689, 1.2015], [2.2130, 1.8430, -2.8511], [1.3038, 2.2553, -5.1971], [-1.1655, -0.0823, -5.9296], [-2.5312, -1.1081, -4.2187], [-2.9098, -1.9492, -2.0878], [-2.1577, -1.0082, -0.7806], [-1.4365, -2.5306, -1.2849], [1.5478, -0.6350, -5.8394], [0.7595, -0.0081, -4.8252], [1.2807, -0.2330, -3.3788], [0.2718, 1.1883, -2.1106], [-0.9015, 1.9783, -2.3232], [-1.3744, 2.1432, -3.5529], [-0.6858, 1.5807, -4.6587], [1.4401, -1.6406, -5.8690], [1.3811, -0.2489, -6.7589], [2.1647, -0.8541, -3.3175], [-1.3567, 2.4210, -1.4458], [-2.2856, 2.6947, -3.7617], [-3.7123, 5.0163, -1.0337], [-2.9890, 4.1135, 0.2568], [-3.2158, 2.8455, 0.2885], [-4.0305, 2.4885, -0.7821], [-4.4550, 1.1904, -1.0739], [-5.2379, 0.9766, -2.1881], [-5.6117, 2.0430, -3.0190], [-5.2091, 3.3343, -2.7447], [-4.4092, 3.5454, -1.6210], [-2.3652, 4.6199, 0.9854], [-4.1476, 0.3810, -0.4226], [-5.5774, -0.0237, -2.4285], [-6.2282, 1.8533, -3.8881], [-5.5017, 4.1567, -3.3850], [-5.3658, -0.3432, 2.2179], [-3.6610, -1.0911, 2.7287], [-3.8756, -1.6100, 4.5675], [-3.4094, -2.7390, 1.7742], [-2.0511, 0.2811, 2.5901], [-6.0566, -0.5012, 3.0430], [-5.7442, -0.8354, 1.3248], [-5.2488, 0.7205, 2.0291], [-4.7515, -2.2511, 4.6607], [-4.0094, -0.7139, 5.1680], [-2.9869, -2.1409, 4.8991], [-4.2460, -3.3983, 2.0030], [-2.4785, -3.1863, 2.1143], [-3.3623, -2.5566, 0.7032]], "atomic_forces_ev_per_a": [[0.3, 0.0, -0.1], [0.3, -0.2, 0.2], [0.3, 0.1, -0.2], [-0.3, -0.1, 0.0], [0.0, 0.1, -0.1], [-0.3, 0.0, 0.1], [0.0, 0.0, 0.1], [-0.1, 0.1, 0.0], [0.0, 0.1, -0.1], [0.1, 0.0, 0.0], [0.0, 0.0, 0.0], [0.0, 0.0, 0.0], [0.0, 0.0, 0.0], [0.0, 0.0, 0.0], [0.0, -0.1, 0.0], [0.1, 0.0, 0.0], [0.0, 0.0, 0.0], [0.0, 0.0, 0.0], [0.0, 0.0, 0.0], [0.0, 0.0, 0.0], [0.0, 0.0, 0.0], [0.0, 0.0, 0.0], [0.0, 0.0, 0.0], [0.0, -0.1, 0.0], [0.0, 0.0, 0.0], [0.0, 0.0, 0.0], [0.0, -0.1, 0.0], [0.0, 0.1, 0.0], [0.0, 0.0, 0.0], [0.0, 0.0, 0.0], [0.0, 0.0, 0.0], [-0.1, -0.1, 0.0], [-0.1, -0.1, 0.0], [0.1, 0.0, 0.0], [-0.1, -0.2, 0.0], [0.1, 0.0, 0.0], [-0.1, 0.1, -0.1], [-0.1, 0.0, -0.3], [0.0, 0.1, 0.1], [0.0, 0.0, 0.0], [0.0, 0.0, 0.0], [0.1, -0.1, 0.0], [0.0, 0.0, 0.0], [0.0, 0.2, 0.3], [0.1, 0.3, -0.3], [0.0, 0.0, 0.0], [-0.1, 0.0, 0.1], [0.1, 0.1, 0.2], [0.0, 0.0, -0.2], [0.0, -0.2, 0.2], [0.1, 0.1, -0.1], [0.0, 0.0, 0.0], [0.0, 0.0, 0.0], [0.0, 0.0, 0.0], [0.0, 0.0, 0.0], [0.0, 0.0, 0.0], [0.0, 0.0, 0.0], [0.0, 0.0, 0.0], [0.0, 0.1, 0.0], [0.0, -0.1, 0.0], [0.1, -0.1, 0.0], [0.0, 0.0, 0.0], [0.0, 0.0, 0.0], [0.0, 0.0, 0.0], [0.0, 0.0, 0.0], [0.0, 0.0, 0.0], [0.0, 0.0, 0.0], [0.0, -0.1, 0.0], [0.0, 0.0, 0.0], [0.0, 0.0, 0.0], [0.0, 0.0, 0.0], [0.0, 0.0, 0.0], [0.0, 0.0, 0.0], [0.1, 0.1, 0.2], [-0.2, 0.1, -0.1], [0.1, 0.1, 0.1], [-0.1, -0.1, 0.0], [0.0, -0.1, 0.1], [0.1, -0.1, -0.1], [-0.1, 0.0, -0.1], [0.0, 0.0, 0.0], [-0.1, 0.0, 0.0], [0.0, 0.0, 0.0], [-0.1, 0.0, 0.0], [0.0, 0.0, 0.0], [0.0, 0.0, 0.1], [-0.1, 0.0, -0.1], [0.0, 0.1, -0.1], [0.1, 0.0, 0.0], [0.0, 0.0, 0.0], [0.0, 0.0, 0.0], [0.0, 0.1, 0.0], [0.0, 0.0, 0.0], [0.0, 0.0, 0.0], [-0.1, 0.0, -0.1], [0.0, 0.0, 0.0], [0.0, 0.0, 0.0], [0.0, 0.0, 0.0], [0.0, 0.0, 0.0], [0.1, 0.0, -0.1], [0.0, 0.0, 0.3], [0.0, 0.0, 0.0], [0.0, 0.0, 0.0], [-0.3, 0.0, 0.0], [-0.1, 0.0, 0.0], [0.0, 0.0, 0.0], [0.0, 0.0, 0.0], [0.0, 0.0, 0.0], [0.0, 0.0, 0.0], [0.0, 0.0, 0.0], [0.0, 0.0, 0.0], [0.0, 0.0, 0.0], [0.0, 0.0, 0.0]], "lowdin_charge": [1.133, -0.131, -0.110, -0.195, -0.031, -0.186, 0.003, 0.035, -0.011, 0.009, 0.010, 0.105, 0.062, 0.090, 0.125, 0.132, 0.091, 0.083, 0.067, 0.095, 0.110, 0.095, 0.097, 0.122, 0.092, 0.100, -0.024, -0.212, -0.032, -0.059, -0.065, -0.017, -0.209, 0.136, -0.380, 0.159, -0.216, -0.317, -0.210, -0.085, -0.031, -0.204, -0.027, -0.007, -0.358, -0.124, -0.110, -0.140, 0.033, -0.196, -0.042, 0.095, 0.081, 0.057, 0.124, 0.114, 0.113, 0.118, 0.144, 0.107, 0.055, 0.109, 0.119, 0.088, 0.078, 0.096, 0.144, 0.152, 0.143, 0.122, 0.089, 0.046, 0.081, 0.114, -0.347, -0.053, -0.039, -0.080, -0.047, 0.002, 0.086, 0.093, 0.125, 0.071, 0.113, 1.073, -0.476, 0.038, -0.342, -0.033, -0.070, -0.069, -0.077, -0.482, 0.043, 0.085, 0.107, 0.113, 0.118, -0.231, 0.716, -0.252, -0.231, 0.032, 0.043, 0.041, 0.031, 0.049, 0.043, 0.044, 0.053, 0.047, 0.017]}